Molecular formula: C20H16N4O7PmS2
Method: DFT, the ωB97M-V functional and the def2-TZVPD basis

Each line ends with the Löwdin charge.
Cartesian coordinates (Å):
Pm: -0.6870 0.3830 0.7041  1.959
O: 2.1729 -4.5034 2.9693  0.083
C: 1.6428 -4.7897 1.7589  -0.464
O: 1.9594 -5.7856 1.0990  0.090
C: 0.5989 -3.8504 1.2750  -0.008
C: -0.1819 -4.0949 0.1328  0.059
N: -1.0436 -3.0260 -0.0326  0.060
N: -0.6883 -2.0148 0.8595  -0.083
C: 0.2637 -2.4728 1.6801  -0.114
C: 0.8540 -1.5738 2.6764  -0.564
O: 1.8792 -1.9465 3.3640  0.045
O: 0.3231 -0.4555 2.8126  -0.110
H: 2.0361 -3.4963 3.2746  0.095
H: -0.2501 -5.0071 -0.4576  0.152
H: -1.7251 -2.8808 -0.7227  0.140
C: -0.8791 2.1524 4.6276  -0.068
C: -1.5013 2.8411 3.4742  -0.576
N: -1.5753 2.3827 2.2272  -0.010
C: -2.1645 3.4012 1.4037  -0.373
C: -2.4359 4.5701 2.0603  -0.338
S: -2.2500 4.4145 3.7684  1.108
C: -2.4049 3.1242 0.0682  -0.358
C: -2.2742 4.0659 -0.9099  -0.295
S: -2.2853 3.3508 -2.5139  1.097
C: -2.8037 1.8302 -1.7517  -0.598
N: -2.6821 1.7926 -0.4251  -0.024
C: -3.4719 0.6623 -2.4518  -0.056
H: -0.7065 1.0909 4.4362  0.069
H: -1.4669 2.2085 5.5449  0.092
H: 0.1029 2.6166 4.7799  0.106
H: -2.9819 5.5124 1.5859  0.146
H: -1.9544 5.0582 -0.7819  0.074
H: -4.3682 0.9452 -3.0057  0.089
H: -3.7456 -0.1311 -1.7145  0.095
H: -2.7547 0.2905 -3.2032  0.086
O: 3.6963 0.5626 -0.8594  0.080
C: 3.2264 -0.0321 -1.9675  -0.264
C: 4.1925 -0.6326 -2.7866  0.025
C: 3.7282 -1.1951 -3.9692  -0.066
C: 2.4201 -1.4906 -4.2563  -0.070
C: 1.4805 -0.8587 -3.4363  -0.020
C: 1.8629 -0.0139 -2.3558  -0.050
C: 0.8446 0.4379 -1.3070  -0.485
O: 1.2802 0.9284 -0.1615  -0.170
O: -0.4019 0.2149 -1.4657  -0.164
H: 2.8515 0.8692 -0.3685  0.091
H: 5.2327 -0.6578 -2.4841  0.133
H: 4.5349 -1.4617 -4.6164  0.110
H: 2.0973 -2.2144 -5.0070  0.117
H: 0.4034 -1.1206 -3.5710  0.124

Properties
**Relative energy (zero: lowest compared OMol25 entry of this formula, charge and spin)**: 22.2 kcal/mol
**Orbital gap (alpha / beta)**: 7.96 / 8.05 eV
**DFT total energy**: -2922.1343 hartree
**HOMO level (alpha / beta)**: -11.40 / -11.40 eV
**Net charge**: +1
**Spin multiplicity**: 5